173
Properties=species:S:1:pos:R:3:mulliken_charge:R:1 method="wB97M-V/def2-TZVPD" orbital_gap_ha=0.230 lumo_energy_ev=1.7 total_charge=-1
S -1.464 0.790 -4.182 -0.200
F 1.129 4.659 1.548 -0.496
F -1.230 5.064 -2.528 -0.424
O 4.148 -0.589 0.613 -0.326
O -0.701 -3.994 -5.200 -0.456
O 1.011 0.149 9.173 -0.352
O -1.837 5.453 1.419 -0.648
O 0.093 5.819 -0.413 -1.173
O -4.661 -6.123 -7.536 -0.427
O 2.316 6.350 -0.774 -0.507
O -0.434 -0.008 3.572 -0.273
O -6.991 -1.840 1.675 -0.406
O -4.348 3.061 3.657 -0.401
O 0.964 4.867 -2.305 -0.760
O -3.662 -0.519 -2.945 -0.077
O 2.204 -6.747 -0.474 -0.366
O 8.597 5.363 -2.134 -0.371
N -5.351 0.819 -3.658 -0.484
N -3.046 4.039 -0.288 0.051
N -4.184 1.305 -4.198 -0.293
C 5.182 4.674 -1.675 0.095
C -7.245 -3.290 -0.182 -0.555
C 9.502 4.254 -2.118 -0.408
C -1.739 -3.012 -5.314 -0.387
C 1.786 0.717 10.237 -0.462
C 4.410 3.383 -1.178 -0.123
C 1.912 -0.349 11.310 -0.540
C -3.430 2.568 5.787 -0.650
C -1.250 2.573 -3.664 -0.713
C -6.247 -2.492 0.639 -0.092
C 0.341 0.560 4.638 -0.544
C 4.711 6.012 -0.994 -0.399
C -4.465 1.650 3.878 -0.366
C -3.470 1.292 4.967 0.065
C -0.556 -1.419 3.789 -0.500
C 0.431 2.378 1.123 -0.143
C -3.521 -5.760 -8.326 -0.086
C 5.391 -2.126 -0.693 -0.698
C -5.027 -0.243 -2.926 0.032
C -0.328 4.429 -0.397 0.593
C -0.236 4.188 -1.994 0.505
C 1.240 1.139 0.538 -1.053
C -1.079 -4.957 -4.209 -0.242
C -5.795 -5.367 -7.979 -0.430
C 10.160 5.711 -0.387 -0.626
C -5.265 -4.282 -8.900 -0.498
C 1.878 -1.623 10.490 -0.637
C -4.206 4.288 0.635 -0.952
C -4.041 -4.950 -9.500 -0.556
C -2.972 2.566 -0.421 -0.315
C 0.430 -1.782 4.886 -0.536
C 0.891 -1.265 9.392 -0.182
C -2.280 -4.384 -3.476 -0.627
C 2.930 -7.470 -1.475 -0.439
C 4.488 -2.905 0.244 -0.525
C 2.064 -8.651 -1.878 -0.569
C 3.401 6.637 -1.650 -0.530
C 4.135 -1.855 1.282 -0.194
C -0.150 2.726 -2.534 -0.554
C 0.465 -0.509 5.708 -0.377
C -8.503 -2.454 -0.042 -0.481
C -8.389 -1.955 1.388 -0.468
C -2.938 -3.552 -4.559 0.151
C 0.804 3.763 0.486 1.043
C 9.067 6.359 -1.218 -0.219
C 4.745 -0.752 -0.679 -0.174
C 0.667 -8.099 -1.664 -0.184
C -3.565 3.634 4.713 -0.385
C -3.209 0.492 -3.751 0.580
C 0.856 -7.231 -0.432 -0.436
C 10.740 4.707 -1.364 -0.537
B 1.053 6.134 -1.525 1.774
B -1.812 4.623 0.258 0.894
H 3.101 -6.795 -2.321 0.274
H -4.961 -3.409 -8.314 0.234
H 0.164 -6.388 -0.401 0.257
H -2.525 2.679 6.386 0.357
H 6.290 4.525 -1.493 -0.244
H -1.945 -3.735 -2.661 0.267
H -6.325 -4.962 -7.114 0.261
H -5.763 -1.717 0.035 0.018
H 3.237 6.294 -2.705 0.177
H 0.841 2.618 -3.060 0.289
H 2.766 0.990 9.831 0.282
H 0.592 7.128 -2.024 -0.436
H -2.990 -6.660 -8.640 0.282
H -8.468 -1.610 -0.737 0.234
H -4.343 -5.618 -10.312 0.272
H -3.589 -2.767 -4.175 0.063
H -6.926 -3.437 -1.215 0.325
H 0.378 -7.479 -2.517 -0.048
H 11.431 5.209 -2.047 0.246
H -3.360 2.038 0.499 -0.133
H -4.277 1.116 2.945 0.201
H -1.587 -1.623 4.099 0.236
H -4.707 5.274 0.445 0.225
H -8.874 -0.988 1.536 0.278
H 3.958 3.488 -0.163 0.118
H -2.929 -5.153 -3.054 0.392
H -1.957 -2.828 -6.369 0.262
H -3.305 -4.248 -9.892 0.331
H -7.400 -4.274 0.271 0.308
H -0.139 -1.470 9.702 0.255
H 9.720 5.187 0.466 0.278
H 3.950 -0.680 -1.429 0.218
H 2.239 -9.492 -1.200 0.280
H 4.486 5.797 0.088 0.264
H 0.702 2.442 2.216 0.239
H -0.094 -8.869 -1.528 0.362
H 0.737 -7.815 0.487 0.286
H -2.853 -5.162 -7.697 -0.050
H -2.486 1.102 4.526 -0.306
H -3.613 2.206 -1.277 0.123
H 10.889 6.428 -0.009 0.354
H 8.235 6.719 -0.610 0.179
H 1.417 -1.972 4.454 0.266
H 3.153 -2.021 1.731 0.071
H 1.297 1.622 10.602 0.256
H 9.459 7.197 -1.805 0.272
H -0.147 1.465 5.003 0.305
H 1.088 -1.799 8.461 0.155
H 2.865 -1.812 10.058 0.282
H -1.942 2.173 -0.598 0.166
H -1.373 -2.082 -4.867 0.199
H -0.214 1.937 -1.752 -0.081
H -0.235 -5.152 -3.545 0.127
H 3.587 -3.222 -0.288 0.242
H -8.820 -2.673 2.095 0.258
H 9.723 3.948 -3.143 0.312
H -5.996 -3.957 -9.640 0.333
H -5.473 -3.120 1.084 0.272
H 5.462 0.052 -0.855 0.129
H 1.251 1.086 -0.581 0.163
H -4.967 3.495 0.376 0.377
H 2.812 -0.239 11.916 0.331
H -5.494 1.444 4.197 0.243
H 0.691 0.216 0.887 0.248
H 4.959 -3.789 0.675 0.348
H 4.883 -1.819 2.083 0.268
H 5.536 6.784 -0.995 0.056
H 2.252 -8.990 -2.896 0.343
H -3.947 4.123 1.720 0.299
H -0.654 2.111 1.091 -0.351
H 3.624 3.144 -1.943 -0.064
H -6.467 -6.048 -8.512 0.330
H -1.793 6.387 1.157 0.279
H 3.899 -7.777 -1.075 0.264
H -4.292 2.604 6.460 0.310
H 5.461 -2.554 -1.694 0.379
H 9.006 3.422 -1.605 0.225
H -3.532 -4.199 -5.214 -0.020
H 1.045 -0.313 11.976 0.259
H 3.575 7.756 -1.684 0.246
H -0.999 3.143 -4.587 0.459
H -2.217 2.928 -3.215 0.345
H 1.580 -2.504 11.059 0.354
H -4.052 4.540 5.080 0.362
H -1.339 -5.887 -4.728 0.233
H 6.401 -2.069 -0.275 0.267
H -9.423 -3.010 -0.226 0.325
H 5.153 2.539 -1.169 0.050
H 5.033 4.766 -2.786 0.330
H -0.402 -0.473 6.374 0.168
H 1.365 -0.402 6.315 0.311
H -0.360 -1.951 2.856 0.261
H 11.273 3.884 -0.885 0.326
H 0.130 -2.664 5.453 0.336
H 1.321 0.832 4.232 0.387
H 1.752 3.670 -0.109 -0.610
H 2.304 1.108 0.877 0.393
H -5.685 -0.901 -2.317 0.287
H -2.589 3.907 4.299 0.127
H -3.763 0.410 5.539 0.435



109
Properties=species:S:1:pos:R:3:mulliken_spin:R:1 method="wB97M-V/def2-TZVPD" orbital_gap_ha="0.244 / 0.261" multiplicity=4 lumo_energy_ev="-8.8 / -8.4" total_charge=+3
Mn -1.158 0.273 0.121 3.096
S -0.467 -1.777 -0.316 -0.122
P -2.007 0.536 -2.015 -0.081
P -1.799 -0.172 2.287 -0.047
Si 2.236 -1.371 1.234 -0.010
O 0.836 -2.100 0.425 0.000
C 0.979 -3.114 -2.129 0.000
C -3.641 2.691 -2.689 -0.006
C 2.625 -4.116 4.942 0.000
C -1.673 -2.943 0.227 0.015
C 1.269 -3.739 -3.348 0.000
C -3.489 -5.008 0.744 -0.001
C -0.060 -2.211 -1.983 0.013
C -2.894 -1.589 2.131 -0.021
C -2.669 -2.691 1.244 0.014
C -0.900 0.525 6.707 -0.001
C -4.753 0.620 -2.122 -0.021
C -5.978 1.216 -2.350 0.002
C -0.431 -0.601 4.639 -0.004
C 1.257 -3.144 3.229 0.000
C 1.387 -3.968 4.332 0.000
C -0.863 -1.810 -3.098 0.015
C -2.696 1.289 1.655 0.060
C -5.388 -5.075 2.230 0.000
C -6.040 2.551 -2.739 -0.005
C 3.733 -3.447 4.442 0.000
C -3.569 -3.767 1.410 0.011
C -3.961 -1.624 3.022 0.004
C 1.315 2.355 -3.594 0.003
C -4.653 -3.770 2.314 -0.001
C -4.596 -5.908 1.198 0.000
C 0.444 -4.027 -5.811 0.000
C -2.477 -5.231 -0.152 0.000
C -1.892 1.272 6.086 0.001
C 0.452 -3.475 -4.416 0.001
C -4.877 3.287 -2.904 0.002
C -0.670 -3.241 -6.545 0.000
C -4.606 2.461 0.760 -0.001
C -3.580 1.358 -2.297 -0.006
C 3.646 -1.528 0.052 0.000
C 2.359 -2.447 2.719 0.001
C -2.161 1.089 4.740 -0.001
C -3.915 3.661 0.862 -0.011
C 3.601 -2.624 3.335 0.000
C -1.998 2.513 1.734 0.003
C -2.507 -0.617 -4.436 -0.002
C 0.835 3.381 -1.470 0.006
C 1.637 3.267 -2.597 0.006
C -0.171 -0.411 5.985 0.001
C -0.619 1.653 -2.350 0.031
C -0.290 2.577 -1.347 0.053
C 1.751 0.423 1.444 0.022
C -1.430 0.147 4.015 -0.002
C -2.253 -1.399 -5.576 -0.001
C -1.253 -2.330 -5.502 0.001
C -0.575 -2.518 -4.278 -0.001
C -1.845 -0.782 -3.226 -0.033
C -4.004 1.276 1.152 0.020
C -4.867 -2.683 3.119 0.001
C 0.200 1.540 -3.472 0.038
C -2.611 3.692 1.343 0.018
C -1.602 -4.176 -0.411 -0.001
H -0.694 0.675 7.757 0.000
H -6.888 0.645 -2.235 0.000
H -4.188 -6.822 1.631 0.000
H 3.453 -0.986 -0.876 0.000
H -0.032 0.825 -4.250 -0.001
H 0.601 -0.990 6.468 0.000
H -5.430 -5.557 3.207 0.000
H 1.192 0.624 2.357 -0.009
H -2.357 -6.170 -0.669 0.000
H 4.698 -3.572 4.909 0.000
H 0.530 -4.505 4.713 0.000
H -6.420 -4.912 1.918 0.000
H -4.929 4.318 -3.220 0.000
H 2.648 1.043 1.457 0.004
H -2.806 -1.221 -6.486 0.000
H -4.084 -0.790 3.703 -0.001
H -6.999 3.012 -2.925 0.000
H 1.936 2.281 -4.474 0.001
H 4.546 -1.098 0.491 0.000
H 1.073 4.104 -0.704 0.000
H 0.288 -3.072 2.742 -0.002
H -2.458 1.998 6.650 0.000
H 1.570 -3.381 -1.265 0.000
H -0.844 -4.339 -1.163 0.000
H 1.419 -3.912 -6.284 0.000
H -3.241 0.173 -4.519 -0.001
H 4.479 -2.118 2.957 0.000
H 3.870 -2.567 -0.184 0.000
H -4.548 0.343 1.079 0.000
H -0.969 2.744 -0.506 -0.062
H -0.273 -2.658 -7.378 0.000
H -2.734 3.263 -2.837 -0.001
H -2.085 4.632 1.430 0.000
H -5.615 2.448 0.376 0.000
H -5.677 -2.643 3.832 0.000
H -2.938 1.678 4.267 -0.001
H 2.729 -4.764 5.800 0.000
H 0.145 -1.332 4.086 -0.002
H -1.434 -3.899 -6.961 0.000
H 0.236 -5.098 -5.785 0.000
H 1.166 0.786 0.572 0.032
H 2.095 -4.432 -3.410 0.000
H -4.707 -0.424 -1.833 -0.003
H 2.507 3.896 -2.705 0.001
H -0.993 2.540 2.150 -0.015
H -5.211 -6.215 0.350 0.000
H -4.398 4.583 0.569 0.000



85
Properties=species:S:1:pos:R:3:mulliken_charge:R:1 method="wB97M-V/def2-TZVPD" orbital_gap_ha=0.236 lumo_energy_ev=1.7 relative_energy_kcal_mol=16.29 total_charge=-1
As 1.865 -1.877 -1.769 0.886
K 0.303 0.139 0.428 0.947
O -1.865 0.220 -4.011 -0.597
O -2.024 1.829 -5.422 -0.758
O -0.282 0.578 -1.910 -1.034
O 1.353 5.044 -5.931 -0.675
O 2.797 5.371 -4.373 -0.671
O 1.700 2.957 0.161 -0.804
O 2.456 0.949 -0.496 -0.679
N -3.253 -1.942 0.615 -0.763
N 1.806 4.806 -4.818 1.001
N 0.605 -1.982 3.289 0.275
N -1.007 -2.616 0.580 0.523
N 1.105 0.242 3.057 -0.634
N -2.753 -0.646 0.682 -0.146
N 2.597 -1.175 4.252 0.236
N -0.544 -4.908 0.442 0.176
N -1.488 1.292 -4.452 1.158
N -1.800 1.992 0.551 -0.521
C -0.335 1.940 -3.866 -0.837
C 1.791 3.374 -2.798 0.100
C 3.435 0.963 3.452 -0.658
C 2.541 -0.779 -3.225 -1.182
C -1.772 4.084 -0.613 -0.465
C -2.388 -2.878 0.629 0.139
C 1.263 -3.389 -2.889 -1.331
C -2.249 -6.632 0.542 -0.813
C 0.488 -3.059 4.254 -0.717
C 0.190 1.519 -2.575 1.289
C -0.191 -3.598 0.499 -1.559
C 2.621 -2.268 5.205 -0.777
C -3.584 -6.970 0.656 -0.403
C -1.881 -5.290 0.545 -0.015
C 1.255 3.708 -4.064 -1.055
C 3.594 -2.669 -1.246 -1.258
C 1.889 2.060 -0.689 -0.723
C -2.840 -4.284 0.658 0.595
C -2.572 1.491 -0.418 1.272
C 1.303 2.329 -2.082 0.845
C -1.409 3.259 0.443 -0.179
C -2.589 3.566 -1.602 -0.254
C 0.194 3.005 -4.576 -0.094
C 1.883 -3.482 4.671 -0.579
C 1.430 -0.884 3.556 0.136
C -4.178 -4.645 0.775 -0.257
C -4.551 -5.975 0.775 -0.762
C 1.999 1.389 3.210 -0.275
C 3.468 -0.054 4.576 -0.775
C -3.000 2.247 -1.503 -0.529
C -2.948 0.059 -0.358 -0.757
H 4.147 -3.041 -2.111 0.370
H 2.417 -3.881 3.806 0.259
H -3.416 -0.357 -1.251 0.251
H 2.051 -3.723 -3.567 0.429
H -1.488 -7.399 0.449 0.393
H 3.215 -1.353 -3.863 0.595
H -3.875 -8.012 0.651 0.388
H 0.875 -3.396 0.468 1.119
H -5.595 -6.246 0.862 0.397
H 1.697 -0.418 -3.813 0.261
H 4.475 -0.451 4.724 0.403
H 0.952 -4.231 -2.267 0.348
H 1.638 1.999 4.047 0.343
H -4.910 -3.852 0.858 0.478
H 0.402 -3.061 -3.472 0.302
H -2.875 4.166 -2.457 0.415
H 1.941 2.002 2.308 0.011
H -3.594 1.783 -2.281 0.305
H -0.233 3.276 -5.529 0.642
H 3.054 0.075 -2.786 0.263
H 2.177 -1.962 6.166 0.327
H 3.831 0.516 2.536 0.217
H 1.837 -4.256 5.439 0.387
H 4.177 -1.895 -0.746 0.325
H 0.172 -5.608 0.357 0.265
H -0.084 -2.764 5.145 0.358
H -0.737 3.622 1.212 0.368
H 3.667 -2.512 5.404 0.383
H -0.051 -3.883 3.783 0.321
H -0.268 -1.670 2.884 -0.029
H 4.059 1.823 3.700 0.435
H 3.438 -3.492 -0.545 0.358
H -1.385 5.092 -0.668 0.383
H 3.159 0.416 5.522 0.303
H 2.589 3.982 -2.391 0.586



95
Properties=species:S:1:pos:R:3:mulliken_charge:R:1 method="wB97M-V/def2-TZVPD" orbital_gap_ha=0.309 lumo_energy_ev=-0.5 smiles="CCN(N=C=O)S(=O)(=O)F.NC(N)=O.NC(N)=O.NC(N)=O.NC(N)=O.NC(N)=O.NC(N)=O.NC(N)=O.NC(N)=O.NC(N)=O.NC(N)=O"
S -3.564 6.368 1.816 1.059
F -5.139 6.964 2.124 -0.300
O -5.541 -0.621 4.017 -0.666
O -1.291 3.200 -1.969 -0.645
O 2.407 -2.951 3.660 -0.730
O -0.769 4.206 -5.951 -0.576
O 2.357 3.897 -3.538 -0.572
O -6.210 2.793 1.887 -0.583
O -3.255 6.715 0.379 -0.511
O 5.287 -6.348 5.635 -0.786
O 0.191 -2.135 -2.215 -0.720
O 5.582 -8.071 0.360 -0.654
O -0.164 1.409 2.973 -0.724
O -2.669 7.110 2.797 -0.554
O -3.773 -0.929 -1.401 -0.514
N -3.504 -3.094 -1.988 -0.384
N -4.061 3.944 0.996 -0.383
N 3.138 6.015 -3.650 -0.339
N -1.453 4.227 -8.106 -0.425
N -5.560 -2.115 -2.121 -0.445
N -3.648 4.672 2.115 0.200
N 4.102 -4.007 4.721 -0.296
N -5.228 -2.295 2.530 -0.374
N 1.367 -0.254 3.069 -0.289
N 0.895 -0.379 -3.462 -0.327
N -2.297 5.208 -1.718 -0.210
N 6.267 -6.263 -0.814 -0.390
N -2.801 3.371 -6.477 -0.343
N 4.576 -6.076 0.698 -0.326
N 2.097 -5.047 4.457 -0.358
N 7.304 -7.347 5.410 -0.409
N 4.572 4.250 -3.817 -0.446
N -0.808 -0.121 -1.974 -0.078
N 5.613 -7.836 3.965 -0.303
N -0.610 -0.579 1.988 -0.279
N -5.693 -0.184 1.805 -0.214
N -0.592 4.958 -3.209 -0.131
C 3.294 4.670 -3.660 0.615
C 5.481 -6.881 0.098 0.684
C 2.842 -3.938 4.242 0.528
C -5.491 -1.007 2.860 0.694
C -2.403 4.122 2.753 -0.587
C -5.193 3.328 1.369 0.770
C -1.386 4.381 -2.281 0.565
C -1.110 4.072 1.798 -0.438
C 0.177 0.265 2.695 0.673
C 0.097 -0.953 -2.529 0.641
C -4.248 -1.978 -1.810 0.649
C 6.021 -7.128 5.041 0.677
C -1.618 3.951 -6.789 0.572
H 7.646 -6.837 6.209 0.229
H 0.834 0.587 -3.733 0.164
H -1.422 -0.510 -1.275 -0.034
H -2.962 3.151 -5.506 0.217
H -5.891 0.785 2.008 0.125
H 1.983 0.344 3.597 0.174
H -1.296 3.658 0.744 0.024
H -2.139 4.025 -8.810 0.148
H -0.349 -1.519 1.750 0.153
H 2.201 6.368 -3.536 0.210
H 4.729 3.255 -3.829 0.220
H -1.507 -0.229 1.690 0.133
H -5.656 -0.483 0.846 0.125
H -0.535 5.085 1.749 0.269
H -0.584 4.659 -8.379 0.221
H 0.101 4.371 -3.651 0.057
H 3.895 6.667 -3.749 0.165
H 4.477 -5.097 0.498 0.161
H 3.971 -6.498 1.384 0.144
H -2.394 6.179 -1.955 0.130
H -2.221 4.703 3.745 0.333
H 4.691 -3.201 4.582 0.157
H 5.356 4.869 -3.919 0.143
H -5.969 -2.968 -2.458 0.144
H 6.200 -5.287 -1.042 0.167
H 7.921 -7.982 4.936 0.164
H -0.655 5.923 -3.477 0.138
H -0.365 3.329 2.303 0.289
H -3.874 -3.966 -2.322 0.156
H 1.664 -1.190 2.850 0.192
H 6.957 -6.828 -1.285 0.218
H -2.656 3.029 3.071 0.292
H -2.520 -3.032 -1.768 0.195
H 4.663 -7.699 3.660 0.156
H 1.585 -0.968 -3.900 0.202
H -0.900 0.851 -2.219 0.205
H -5.072 -2.940 3.288 0.208
H -5.183 -2.632 1.586 0.138
H 1.148 -5.037 4.115 0.195
H 6.198 -8.480 3.463 0.164
H 2.435 -5.865 4.932 0.196
H -2.907 4.812 -1.020 0.185
H -6.147 -1.304 -2.002 0.227
H -3.513 3.154 -7.151 0.166
H 4.477 -4.812 5.202 0.317



| no. | strongest force on any atom (hartree/bohr) |
| --- | --- |
| 1 | 0.074 |
| 2 | 0.011 |
| 3 | 0.023 |
| 4 | 0.168 |